Record 1
# C37H40BF9N2O3

A cluster of 2 separate species, C37H40BF9N2O3 in total at a distorted geometry (ωB97M-V/def2-TZVPD, the Open Molecules 2025 dataset).

The geometry in XYZ format:
```
92
Properties=species:S:1:pos:R:3:forces:R:3:mulliken_charge:R:1
C -2.484855 6.103675 0.319567 -0.6198 0.9698 -0.7430 -1.3063
C -1.922567 5.068541 1.157578 0.3279 -1.3329 1.3498 0.3602
C -1.936231 4.883290 2.515921 0.2186 0.1928 -0.5189 -1.0196
C -1.306537 3.632360 2.760795 0.2502 -0.4775 -0.4048 -0.1063
C -0.973042 3.106863 1.533382 -1.8808 1.6595 1.7205 0.4722
B -1.705945 0.691834 1.052530 0.4799 4.1705 1.1555 0.2390
C -0.416875 1.813378 1.144493 -2.0485 -0.1923 -0.0267 2.6580
C 0.494163 1.562458 2.276501 1.4913 -0.4982 0.5983 -1.6883
C 1.771878 2.042994 2.263767 -1.1454 -0.7501 1.4432 -1.4654
C 2.319292 2.556905 1.091792 0.2413 0.2076 -1.1652 0.9456
C 3.757300 2.977151 1.092947 0.9085 -0.4340 -0.2624 0.8841
F 4.352244 2.784386 -0.129053 -0.4451 0.4036 0.8784 -0.2594
F 3.937772 4.285104 1.424294 -0.0583 -0.7063 -0.1982 -0.3107
F 4.503660 2.239491 1.983104 -0.5740 0.7081 -0.5824 -0.2676
C 1.562650 2.611832 -0.082220 1.2284 0.6437 -0.1747 -1.3361
C 0.273069 2.195523 -0.107472 -0.3554 -2.6482 -1.1708 -1.3141
O -2.227682 0.232060 2.262691 0.0639 -0.3517 -1.0838 -0.2739
C -3.614258 -0.127327 2.008208 0.0992 -0.2421 -0.3632 1.5687
C -3.674842 -1.641717 1.817443 -0.0182 -0.2148 -0.0544 -1.7456
C -4.441648 0.226256 3.221137 -0.1765 0.3520 0.2078 -1.8978
C -3.974264 0.705047 0.700331 0.1640 -0.1190 0.1091 1.8163
C -4.837107 -0.023497 -0.310628 -0.1910 -0.3144 -0.1466 -1.9224
C -4.602348 2.059301 0.982637 -0.0266 0.3172 0.1454 -1.9730
O -2.676276 0.997666 0.106797 0.1463 -0.8366 0.6473 -0.3276
O -1.358625 3.968673 0.551912 -0.4387 0.7861 0.3533 -0.4593
H -2.829466 6.925293 0.957336 0.0256 -0.1555 -0.1522 0.3603
H -1.772204 6.522864 -0.400037 -0.0802 -0.1680 0.0711 0.2928
H -3.353861 5.714217 -0.230070 0.1875 0.1884 -0.0329 0.2612
H -2.328529 5.553649 3.271599 0.0597 0.0134 -0.2909 0.4459
H -1.092293 3.169036 3.720212 -0.1686 0.1453 -0.3022 0.6208
H 0.090125 1.048349 3.151226 0.1721 0.2002 -0.1776 0.7356
H 2.395328 1.965518 3.152950 -0.1109 -0.1300 -0.2198 0.4361
H 2.040097 2.972998 -0.993121 -0.0896 -0.2055 0.1676 0.4728
H -0.295216 2.168084 -1.036425 0.1079 0.1538 0.2680 0.4075
H -4.712927 -1.960931 1.648382 0.2897 0.0184 -0.0530 0.3935
H -3.043428 -1.992010 0.989435 -0.1688 0.1351 0.1027 0.2101
H -3.324233 -2.135418 2.735449 -0.0481 0.2028 -0.2329 0.4297
H -5.478305 -0.109514 3.074104 0.2281 0.1337 0.0707 0.3493
H -4.036163 -0.278083 4.105780 -0.0759 0.0631 -0.1973 0.4484
H -4.437697 1.305763 3.403757 -0.0226 -0.2447 0.0638 0.3394
H -5.826349 -0.207522 0.132193 0.1920 -0.0295 -0.1740 0.4142
H -4.972927 0.602134 -1.202724 0.0401 -0.0831 0.2452 0.4501
H -4.411250 -0.980555 -0.634209 -0.0736 0.1947 0.1503 0.3242
H -5.641954 1.963352 1.337675 0.4032 0.0449 -0.0751 0.3545
H -4.005918 2.617694 1.715013 -0.1525 -0.0468 -0.1096 0.2118
H -4.598782 2.632161 0.046091 -0.0557 -0.1245 0.2123 0.5267
C 6.708543 -0.295241 -0.260242 -0.0203 0.1125 -0.4789 -1.2344
N 5.854717 -0.837776 0.767414 1.4709 0.0050 0.8592 0.2624
C 6.528623 -1.446151 1.906785 -0.4666 0.5783 -0.4733 -1.0498
C 6.590641 -2.934028 1.718082 -0.4664 -1.2946 -0.7460 1.0783
F 7.212378 -3.592072 2.733237 -0.3993 0.5155 -0.7613 -0.2939
F 5.326566 -3.460390 1.590438 1.2876 0.2436 0.2521 -0.2450
F 7.249708 -3.231210 0.547001 -0.4068 0.0428 1.1267 -0.2829
C 4.497666 -0.745381 0.671204 -1.4348 -0.1552 -0.0943 1.2224
C 3.649493 -0.986621 1.783641 0.3713 0.2413 -0.4287 -0.5935
C 2.282518 -0.868118 1.659526 0.0896 -0.0566 -0.4104 -1.2609
C 1.673382 -0.566189 0.426626 0.1837 0.0863 -0.0806 -0.1361
C 0.216013 -0.551564 0.269391 1.8273 -0.9746 0.0875 0.2376
C -0.257115 -1.372824 -0.845146 -0.4898 -0.6740 -1.0889 0.4083
C -1.559864 -1.273470 -1.385214 0.4395 -0.3871 -0.0765 -1.0279
C -2.028936 -2.133853 -2.355431 0.5442 -0.5959 -0.1827 -0.9259
C -1.170116 -3.093784 -2.947615 0.2826 1.0534 1.1504 1.3699
N -1.543946 -3.799225 -4.042048 -1.1450 -0.9404 -1.0133 0.0640
C -0.740746 -4.885902 -4.541069 0.4835 -0.1814 0.0008 -1.2256
C -2.744093 -3.484390 -4.798714 0.4490 -0.2545 0.6097 -1.0474
C -2.451606 -2.365519 -5.751289 1.0237 1.3531 -0.6322 1.1065
F -3.504531 -2.015640 -6.536804 0.7568 -0.3454 0.5784 -0.2913
F -2.043398 -1.237375 -5.074240 -0.5536 -0.9844 -0.9240 -0.2226
F -1.402455 -2.714917 -6.572028 -1.0489 0.3826 0.4630 -0.2868
C 0.125281 -3.243457 -2.402532 -0.5742 -0.0800 -0.5432 -1.0589
C 0.552281 -2.416740 -1.391362 -0.0916 0.5643 0.5501 -0.9005
C 2.526216 -0.309937 -0.676860 -0.3944 -0.0425 0.6465 -0.1238
C 3.895575 -0.405611 -0.563434 0.7490 -0.1709 0.3773 -0.9027
H 6.411958 0.734658 -0.513673 0.0494 -0.2455 0.0682 0.3722
H 7.737392 -0.276946 0.109910 -0.1853 -0.0053 -0.2099 0.3221
H 6.671474 -0.901750 -1.179782 0.1585 0.1576 0.1651 0.3521
H 7.560436 -1.074697 1.921305 -0.3216 -0.0872 0.3649 0.3861
H 5.999901 -1.231784 2.842760 0.4106 -0.0141 -0.0957 0.2699
H 4.085043 -1.217584 2.751783 -0.2426 -0.0451 -0.1756 0.2679
H 1.661503 -1.005907 2.544841 0.0777 -0.0273 -0.1917 0.4099
H -0.311018 -0.739639 1.227337 0.2734 0.0448 -0.5275 0.3924
H -2.209337 -0.465533 -1.103579 0.0347 -0.1212 0.1707 1.0347
H -3.065301 -2.068388 -2.672860 0.2613 0.3065 -0.0336 0.2613
H -0.424651 -5.538239 -3.714583 -0.1175 0.0702 -0.2134 0.4402
H -1.343869 -5.471746 -5.241181 0.2849 0.0587 0.1098 0.2988
H 0.169206 -4.528643 -5.053259 -0.2559 -0.1532 0.0324 0.3518
H -3.005056 -4.367549 -5.389200 -0.3046 0.2693 0.1656 0.3592
H -3.556462 -3.172982 -4.137240 -0.0762 -0.2607 -0.3132 0.2955
H 0.799929 -3.995362 -2.816073 -0.1614 0.3120 0.2348 0.4553
H 1.557112 -2.594776 -1.014182 -0.2706 0.1607 0.0681 0.3568
H 2.100397 -0.041837 -1.644352 -0.0243 -0.0464 0.2795 0.5183
H 4.535585 -0.223231 -1.430345 -0.3578 -0.0140 0.2865 0.4603
```
Forces are in eV/Å.

Computed properties:
- HOMO-LUMO gap (eV) = 4.125
- E_HOMO (eV) = -5.62
- charge = 0
- DFT total energy (a.u.) = -2692.754079
- 2S+1 = 1

***

Record 2
# C37H40BrF4N5OSSbTl

A structure of composition C37H40BrF4N5OSSbTl (ωB97M-V/def2-TZVPD, the Open Molecules 2025 dataset).

The geometry in XYZ format:
```
91
Properties=species:S:1:pos:R:3:forces:R:3:mulliken_charge:R:1
Tl -0.404895 -0.402291 -0.359729 -0.0562 0.0282 0.2217 0.8978
C 1.377699 3.129079 -0.392509 -0.0033 -0.0944 -0.0222 -0.8298
N 0.298421 2.350013 0.182533 -0.1747 0.2020 -0.0557 0.7956
C -0.991738 2.987005 -0.062636 0.0875 -0.1018 -0.0401 -0.9013
C 0.475670 2.127006 1.611236 -0.0094 -0.3150 -0.0125 -1.0733
C 1.719112 1.321137 1.958190 -0.0105 -0.1458 -0.0155 -1.2269
N 1.726766 0.023509 1.298485 0.1855 -0.1980 -0.1350 0.5052
C 2.801564 -0.746242 1.435661 0.1075 0.1404 0.0909 -0.4095
C 2.882740 -2.020914 0.777048 0.0588 0.3312 0.2396 0.1946
F 1.825605 -2.421794 0.055969 -0.5670 -0.0987 -0.3040 -0.4109
C 3.962181 -2.856774 0.833178 0.1403 0.2282 0.1835 0.3297
F 3.918979 -4.020604 0.160229 -0.0750 -0.2620 -0.1833 -0.3493
C 5.105656 -2.550774 1.554742 0.1470 -0.0890 0.0101 -0.6142
C 5.068884 -1.346038 2.225896 -0.1282 -0.1212 -0.1277 0.2348
F 6.140761 -0.991472 2.965538 0.2297 0.1386 0.1687 -0.3612
C 3.997070 -0.486214 2.184883 -0.1232 -0.1045 -0.1370 0.4451
F 4.112901 0.653499 2.914950 0.1308 0.1316 0.1898 -0.4026
H 1.441182 4.141337 0.046664 0.0016 -0.0078 0.0041 0.2861
H 1.220626 3.228067 -1.466690 0.0074 0.0337 -0.0603 -0.0431
H 2.331654 2.624466 -0.240589 -0.0310 0.0274 -0.0254 0.2078
H -1.077738 3.946698 0.475797 0.0001 0.0266 -0.0251 0.3557
H -1.802684 2.327587 0.261866 0.0368 0.0401 0.0283 0.0635
H -1.107302 3.180210 -1.132523 0.0038 -0.0144 0.0361 0.1485
H -0.410571 1.591480 1.972942 0.0097 0.0621 -0.0266 0.2639
H 0.529277 3.094182 2.143716 -0.0428 0.0181 0.0431 0.4317
H 1.717744 1.209664 3.049888 0.0177 0.0924 0.0379 0.5164
H 2.608635 1.915375 1.713019 -0.0469 -0.0086 0.0310 0.4461
H 5.969462 -3.199341 1.576546 -0.0775 0.0278 0.0249 0.4651
Br 2.031521 7.161495 -2.837631 -0.0055 -0.0923 -0.0279 -0.2411
C 1.966308 5.665512 -4.021243 0.1172 0.1085 0.0104 0.1361
C 0.850767 4.848056 -4.037425 -0.0461 -0.1351 -0.0042 -0.4638
C 0.798318 3.773392 -4.911162 -0.0140 -0.0223 -0.1106 0.0247
C 1.838644 3.528877 -5.826841 0.0184 0.1639 0.5320 -0.0535
C 2.966576 4.364074 -5.758772 -0.0296 -0.1499 -0.0366 -0.2522
C 3.037021 5.418750 -4.864995 -0.0359 -0.0663 -0.0081 -0.5263
N 1.718639 2.678066 -6.917093 -0.0689 -0.0666 -0.4435 -0.7814
N 1.044469 1.595519 -6.949103 0.2316 -0.2412 0.1606 -0.4535
C 0.786118 0.772373 -5.894382 -0.0566 0.1248 0.0831 0.2320
C -0.315855 -0.095925 -6.104387 0.1051 0.1177 0.0857 -0.1487
C -0.857501 -0.867196 -5.122274 -0.0933 -0.0002 -0.0185 -0.9601
C -0.333157 -0.877147 -3.781904 -0.0380 -0.0109 -0.1151 0.5789
O -0.845321 -1.531883 -2.870526 0.0716 -0.0113 0.0156 -0.6977
C 0.916951 -0.090033 -3.575243 0.1712 0.1755 -0.0225 -0.3704
N 1.494374 -0.184867 -2.359884 -0.0132 -0.0782 -0.2837 0.0578
C 2.689366 0.333009 -2.167375 -0.0407 -0.0342 0.1634 -0.1123
C 3.410229 0.945017 -3.196340 0.0213 0.0162 -0.0917 -1.2062
C 2.808041 1.113826 -4.418686 -0.0561 0.0015 0.0830 -0.4082
C 1.493426 0.652475 -4.629015 -0.0803 0.0161 -0.1352 0.7461
H 0.025655 5.045321 -3.365546 -0.0069 -0.0257 0.0038 0.4114
H -0.076283 3.134068 -4.920167 0.0168 0.0255 0.0164 0.3483
H 3.788235 4.166229 -6.438688 -0.0540 0.0675 -0.0178 0.4103
H 3.912386 6.053265 -4.832748 0.0126 0.0007 0.0022 0.3955
H -0.767453 -0.067239 -7.091328 0.0652 0.0046 0.0164 0.3998
H -1.730198 -1.482428 -5.306283 0.0395 0.0087 0.0167 0.3850
H 3.101278 0.240284 -1.163895 -0.0730 0.0139 -0.0721 0.4097
H 4.428054 1.275595 -3.027052 -0.0485 0.0105 0.0134 0.4376
H 3.353212 1.566263 -5.233154 -0.0139 0.1042 -0.0398 0.6163
C -4.297305 -4.076995 2.028313 0.1242 -0.0984 0.0091 -1.0478
C -2.950767 -4.811103 1.969654 -0.1147 0.2469 -0.1415 -0.9288
Sb -1.355880 -3.420750 1.410931 -0.0509 -0.2603 0.4459 0.5942
C -1.341319 -2.334968 3.289868 -0.0053 -0.1399 -0.0081 -0.1089
C -1.341670 -3.180219 4.562789 0.0474 0.0812 -0.1165 -1.1133
C 0.303278 -4.762112 1.916152 -0.1389 -0.0282 0.0160 -0.7454
C -0.036661 -6.040707 2.686748 0.0943 0.1269 -0.0912 -1.1668
H -5.126832 -4.768344 2.218271 0.0325 0.0376 0.0093 0.4161
H -4.501984 -3.551756 1.091974 -0.0041 0.0130 0.0817 0.2889
H -4.299296 -3.321810 2.820034 -0.0012 -0.0283 -0.0806 0.1840
H -2.968591 -5.582480 1.193242 -0.0052 0.0091 0.0523 0.4187
H -2.729624 -5.304651 2.918710 0.0486 0.0487 -0.0507 0.3845
H -2.213124 -1.678768 3.239366 0.0782 0.0184 -0.0247 0.0364
H -0.456259 -1.691162 3.244024 -0.0703 -0.0089 -0.0107 0.1753
H -2.207359 -3.848881 4.597386 0.0616 0.0216 0.0252 0.2389
H -1.386040 -2.540987 5.451625 0.0014 -0.0446 -0.0227 0.4266
H -0.437493 -3.791679 4.642148 -0.0688 0.0273 0.0130 0.2172
H 1.022564 -4.151495 2.471196 -0.0051 -0.0311 -0.0603 0.3090
H 0.770622 -5.014093 0.962618 0.0740 0.0300 0.0404 0.4758
H -0.451228 -5.821206 3.673424 -0.0102 -0.0428 -0.0669 0.2280
H 0.859408 -6.655887 2.831029 -0.0559 -0.0001 0.0191 0.3834
H -0.769551 -6.646444 2.146445 0.0339 0.0125 0.0583 0.2814
S -3.403248 0.027634 1.351567 0.0314 0.0392 -0.0170 -0.3159
C -4.419558 0.708938 2.589752 -0.0766 -0.0070 0.0616 0.1939
C -5.435118 -0.047707 3.215297 0.0015 0.1710 0.0640 -0.4473
C -6.278046 0.506317 4.170020 0.0797 -0.0132 -0.0651 -0.5478
C -6.144798 1.837385 4.555893 0.0069 -0.0239 -0.0206 -0.4005
C -5.137792 2.598348 3.968299 0.0590 -0.0594 -0.0743 -0.5247
C -4.292894 2.049703 3.012455 -0.1280 -0.0559 0.0895 -0.3030
H -5.551062 -1.083954 2.918550 -0.0175 0.0229 -0.0039 0.2577
H -7.054992 -0.106643 4.618466 0.0321 -0.0070 -0.0207 0.3242
H -6.810900 2.271259 5.293885 0.0330 -0.0166 -0.0118 0.3272
H -5.012942 3.637757 4.258421 0.0189 -0.0252 -0.0208 0.3269
H -3.515023 2.654859 2.560291 -0.0206 -0.0079 0.0077 0.2818
```
Forces are in eV/Å.

Computed properties:
- HOMO-LUMO gap (eV) = 5.547
- E_HOMO (eV) = -1.86
- charge = -2
- DFT total energy (a.u.) = -5567.317806
- 2S+1 = 1

***

| no. | E_LUMO (eV) |
| --- | --- |
| 1 | -1.50 |
| 2 | 3.69 |